Entry 1:
This record from OMol25 describes 2 unconnected molecules or ions with the total composition C30H44N4O3 at a distorted geometry. The level of theory is ωB97M-V/def2-TZVPD.

Computed properties:
- LUMO level: -1.005 eV
- ΔE to the lowest compared entry with this formula, charge and spin: 0.3001 eV
- HOMO level: -5.67 eV
- E: -43921.4731 eV
- Frontier orbital gap: 4.663 eV

Each line ends with the Mulliken charge.
Cartesian coordinates (Å):
C  2.713118  2.122772  -0.462106  -0.86
C  2.178710  2.282723  -1.878196  0.17
C  2.829837  3.466810  -2.583893  -1.66
N  0.702403  2.436904  -1.847422  0.75
N  0.141200  3.629674  -1.787608  -1.09
N  -1.137218  3.395323  -1.711721  1.24
C  -2.028086  4.586910  -1.630952  0.37
C  -1.827568  5.439027  -2.875930  -1.61
C  -1.699525  5.365147  -0.366016  -1.27
C  -1.475360  2.014857  -1.707064  -1.09
C  -2.889324  1.433494  -1.667198  2.14
C  -2.891042  -0.103208  -1.729822  -2.39
C  -3.682894  1.944246  -2.884410  -1.63
C  -3.569589  1.843008  -0.349645  -1.30
C  -0.232218  1.376024  -1.770763  2.63
C  0.119324  0.037474  -1.739310  -2.26
H  3.792784  1.963055  -0.457661  0.48
H  2.512168  3.021637  0.122406  0.34
H  2.245922  1.281346  0.051061  -0.03
H  2.386041  1.370730  -2.460171  0.31
H  3.915400  3.355094  -2.618996  0.43
H  2.462222  3.578690  -3.605495  0.41
H  2.615777  4.396218  -2.054190  0.33
H  -3.073961  4.257547  -1.585053  0.17
H  -2.443435  6.339294  -2.853171  0.42
H  -0.788059  5.758440  -2.957057  0.37
H  -2.062908  4.881014  -3.782883  0.37
H  -2.295440  6.275674  -0.289950  0.42
H  -1.871266  4.764108  0.527185  0.15
H  -0.649214  5.659292  -0.358686  0.35
H  -2.389166  -0.524751  -0.860116  0.26
H  -3.906901  -0.497108  -1.732354  0.49
H  -2.406345  -0.453980  -2.640389  0.48
H  -3.769603  3.025966  -2.896462  0.27
H  -3.188563  1.652101  -3.810516  0.36
H  -4.695253  1.541015  -2.894894  0.46
H  -3.620376  2.921486  -0.233824  0.24
H  -4.588520  1.460857  -0.294661  0.49
H  -3.011696  1.449891  0.499568  0.03
H  -0.590080  -0.756622  -1.673191  0.29
H  1.147190  -0.256352  -1.769478  0.08
C  -1.807534  2.826849  3.163371  -0.46
O  -0.492780  2.323806  3.133618  -0.49
C  -0.352538  0.946050  2.978096  -0.34
C  0.905600  0.464437  2.741861  -0.75
C  1.174228  -0.918256  2.544680  0.87
C  2.425146  -1.360791  2.116283  -1.06
C  2.662329  -2.637250  1.513741  0.90
C  1.620331  -3.352419  0.885372  -1.09
C  1.816412  -4.608255  0.388316  -0.18
C  3.083003  -5.211787  0.454389  -0.24
N  3.281432  -6.561389  0.015134  0.26
C  3.708460  -6.883916  -1.347023  -1.00
C  2.857835  -7.695971  0.839139  -1.03
C  4.147340  -4.468722  0.992710  -0.24
C  3.946542  -3.215131  1.508219  -1.03
C  0.116924  -1.834704  2.797839  -0.81
C  -1.169676  -1.439826  3.037569  -0.30
O  -2.126034  -2.433688  3.250746  -0.48
C  -3.446028  -2.084409  2.926057  -0.68
C  -1.468972  -0.002637  3.068363  1.82
O  -2.612084  0.399318  3.174356  -0.84
H  -1.786818  3.842460  3.558911  0.32
H  -2.210902  2.841341  2.148532  -0.07
H  -2.437319  2.207487  3.804194  0.29
H  1.706110  1.174151  2.669945  0.50
H  3.258427  -0.686057  2.205877  0.42
H  0.655631  -2.888828  0.773901  0.64
H  1.008282  -5.145698  -0.081892  0.46
H  3.971244  -5.975545  -1.883846  0.30
H  4.572882  -7.543432  -1.329175  0.32
H  2.901929  -7.382812  -1.878465  0.31
H  2.509154  -7.347465  1.809652  0.29
H  2.049673  -8.234672  0.351040  0.34
H  3.687638  -8.382061  0.996072  0.33
H  5.125102  -4.923529  1.008986  0.46
H  4.774588  -2.663645  1.922862  0.44
H  0.335157  -2.887264  2.830170  0.91
H  -4.133682  -2.765761  3.424331  0.30
H  -3.663692  -1.075389  3.262497  0.25
H  -3.571864  -2.150400  1.844615  0.25

Atoms 1-2, force components in eV/Å:
C -0.04 -0.12 0.27
C -0.28 0.14 -0.13

***

Entry 2:
This record from OMol25 describes a molecular structure, C30H44N4P2SiV at a distorted geometry. The level of theory is ωB97M-V/def2-TZVPD.

Computed properties:
- LUMO level (spin up / spin down): -7.627 / -7.658 eV
- ΔE to the lowest compared entry with this formula, charge and spin: 0.0242 eV
- HOMO level (spin up / spin down): -13.71 / -13.71 eV
- E: -89905.7603 eV
- Frontier orbital gap (spin up / spin down): 6.087 / 6.055 eV
- Spin multiplicity: 2
- Charge: +2

Each line ends with the Mulliken charge.
Cartesian coordinates (Å):
V  -1.183426  0.345874  0.389259  -0.76
C  1.305794  -4.269049  1.819137  -0.47
C  2.310193  -3.398861  1.631731  -0.59
C  3.204889  -3.371605  0.439827  -0.97
C  2.594117  -3.730047  -0.945070  -1.43
C  1.203641  -3.267321  -1.267573  0.51
C  0.062241  -3.719955  -0.738839  -0.26
C  -0.015994  -5.111417  -0.196353  -1.12
C  1.010898  -5.422166  0.924939  -0.92
C  -2.967797  1.772263  0.077714  -0.75
H  0.708824  -4.261127  2.727653  0.40
H  2.673089  -2.808881  2.476010  1.24
H  4.027937  -4.089774  0.607440  0.43
H  3.689689  -2.383611  0.379997  0.38
H  3.252621  -3.261803  -1.694034  0.40
H  2.676176  -4.815354  -1.097922  0.52
H  1.163287  -2.664269  -2.193254  0.42
H  -0.893447  -3.196113  -0.858562  0.38
H  0.178139  -5.829077  -1.014179  0.29
H  -1.028629  -5.315397  0.173795  0.36
H  0.585769  -6.225843  1.545190  0.50
H  1.936145  -5.804292  0.472806  0.33
H  -4.029542  1.961269  0.352586  0.70
H  -2.905094  0.639874  0.247503  0.48
H  -2.941523  2.004564  -0.999786  0.25
P  -0.431200  0.234983  -1.703086  0.83
P  0.814048  1.561783  0.773775  0.22
N  -1.239075  -0.973743  -2.695712  1.03
N  -0.269472  1.487828  -2.928425  0.96
N  0.173964  0.196007  2.006621  0.51
N  1.844250  2.303112  2.009211  0.50
C  1.281617  -0.238912  -1.335753  0.52
C  1.985902  0.572241  -0.231255  -1.16
C  -2.563955  -1.390829  -2.515751  -0.64
C  -2.861062  -2.333800  -3.492531  -0.63
C  -1.674744  -2.523131  -4.276652  -0.90
C  -0.699722  -1.685050  -3.760232  -0.47
C  -1.333442  2.041367  -3.653934  -0.71
C  -0.816516  2.820767  -4.683285  -0.69
C  0.616387  2.770415  -4.579080  -0.80
C  0.913644  1.985083  -3.468360  -0.48
C  -1.226166  0.076998  2.429847  0.10
C  -1.378567  -1.186166  3.022976  -1.65
C  -0.095168  -1.761069  3.095813  -1.19
C  0.817274  -0.925438  2.434166  -0.45
C  2.518200  1.713132  3.085847  -0.25
C  3.066095  2.712709  3.883260  -0.68
C  2.693729  3.970190  3.304231  -0.58
C  1.935992  3.696154  2.173189  -0.46
H  1.839047  -0.203407  -2.276083  1.39
H  1.264748  -1.283264  -0.992919  -2.44
H  2.572273  -0.081583  0.437189  0.40
H  2.712317  1.267375  -0.683050  0.54
H  -3.166308  -0.961603  -1.732146  0.37
H  -3.812095  -2.822987  -3.623710  0.50
H  -1.563539  -3.198433  -5.114015  0.49
H  0.321229  -1.524318  -4.063496  0.56
H  -2.352848  1.824334  -3.388450  0.48
H  -1.382846  3.358384  -5.428133  0.49
H  1.332734  3.231112  -5.235567  0.48
H  1.854970  1.738232  -3.025842  0.49
H  -1.940754  0.899624  2.340532  0.69
H  -2.310670  -1.607560  3.371494  0.56
H  0.186458  -2.668869  3.609014  0.93
H  1.880761  -1.050867  2.239465  0.37
H  2.528795  0.644123  3.198482  0.39
H  3.669500  2.553549  4.767489  0.46
H  2.961237  4.958851  3.664670  0.47
H  1.462586  4.354967  1.456486  0.40
C  -3.886139  4.300127  1.284372  -1.27
Si  -2.311592  3.255297  1.031967  0.27
C  -1.074751  4.293437  0.037839  -0.67
C  -1.678340  3.157241  2.817305  -0.95
H  -4.234191  4.759704  0.352196  0.38
H  -3.658995  5.101617  1.998129  0.36
H  -4.698917  3.687895  1.697290  0.40
H  -0.857860  5.211475  0.605899  0.39
H  -0.111670  3.785622  -0.146246  0.13
H  -1.511113  4.585074  -0.929621  0.40
H  -2.144634  4.017897  3.323515  0.50
H  -1.994564  2.264482  3.375291  0.47
H  -0.584836  3.249961  2.875762  0.30

Atoms 1-2, force components in eV/Å:
V -1.04 -0.12 0.58
C 0.78 0.19 0.30

***

> Which value of E does entry 1 give?

-43921.4731 eV

***

> Look up the E of the first one.

-43921.4731 eV